{
  "formula": "C40H78F15N4O15S5",
  "method": "the ωB97M-V functional and the def2-TZVPD basis",
  "species": ["C", "C", "C", "N", "C", "C", "C", "C", "C", "H", "H", "H", "H", "H", "H", "H", "H", "H", "H", "H", "H", "H", "H", "H", "H", "H", "H", "C", "C", "C", "N", "C", "C", "C", "C", "C", "C", "H", "H", "H", "H", "H", "H", "H", "H", "H", "H", "H", "H", "H", "H", "H", "H", "H", "H", "H", "H", "C", "C", "C", "N", "C", "C", "C", "C", "C", "C", "H", "H", "H", "H", "H", "H", "H", "H", "H", "H", "H", "H", "H", "H", "H", "H", "H", "H", "H", "H", "C", "C", "C", "N", "C", "C", "C", "C", "C", "C", "H", "H", "H", "H", "H", "H", "H", "H", "H", "H", "H", "H", "H", "H", "H", "H", "H", "H", "H", "H", "C", "F", "F", "F", "S", "O", "O", "O", "C", "F", "F", "F", "S", "O", "O", "O", "C", "F", "F", "F", "S", "O", "O", "O", "C", "F", "F", "F", "S", "O", "O", "O", "C", "F", "F", "F", "S", "O", "O", "O"],
  "coordinates": [[18.41661, 26.69735, 26.40833], [18.61332, 25.38296, 27.03855], [18.70795, 25.49306, 28.60418], [18.67894, 24.07628, 29.27327], [19.83099, 23.18456, 28.78111], [18.80774, 24.30110, 30.81423], [17.61791, 23.67157, 31.53958], [17.06528, 22.66160, 30.50908], [17.33924, 23.29376, 29.13060], [18.01339, 26.56843, 25.40292], [19.38882, 27.15465, 26.21794], [17.70926, 27.39170, 26.85505], [19.51388, 24.93110, 26.62809], [17.67176, 24.86726, 26.84927], [17.78477, 25.97396, 28.92879], [19.56347, 25.91547, 29.12935], [19.49427, 22.86758, 27.79397], [19.93914, 22.35028, 29.47313], [20.74355, 23.75231, 28.60576], [19.80811, 23.96727, 31.08859], [18.89772, 25.36947, 31.01128], [17.90819, 23.22402, 32.48986], [16.92417, 24.46495, 31.82028], [17.54919, 21.69408, 30.64145], [16.00513, 22.53033, 30.72352], [17.31295, 22.60058, 28.29073], [16.51238, 23.97660, 28.93736], [18.60907, 30.79322, 28.00160], [18.04141, 30.46103, 29.47715], [19.07569, 30.64881, 30.56750], [18.70694, 30.24654, 32.00972], [20.00811, 30.15210, 32.83501], [20.57996, 31.54529, 33.09044], [19.55549, 32.40966, 33.76936], [18.34331, 32.62661, 32.90531], [17.77362, 31.24423, 32.60009], [18.11146, 28.84210, 32.08284], [18.76387, 31.87279, 27.98262], [18.01833, 30.54262, 27.12114], [19.56264, 30.32057, 27.76387], [17.67403, 29.43625, 29.43768], [17.09737, 30.97757, 29.65590], [19.47631, 31.65444, 30.68788], [19.92128, 29.99936, 30.33788], [20.73459, 29.50113, 32.34835], [19.79549, 29.72222, 33.81388], [20.85706, 32.08343, 32.18291], [21.52643, 31.40856, 33.61373], [20.18868, 33.26061, 34.02622], [19.26559, 32.01886, 34.74622], [18.58884, 33.08927, 31.94884], [17.64986, 33.27528, 33.43966], [16.89237, 31.45745, 31.99405], [17.32758, 30.87836, 33.52590], [17.98935, 28.54118, 33.12339], [18.80422, 28.13835, 31.62265], [17.11429, 28.96712, 31.66110], [10.73458, 24.55664, 32.96580], [11.97329, 24.84328, 33.96772], [12.86730, 25.99926, 33.56891], [13.80875, 26.50016, 34.62552], [13.05474, 27.10016, 35.91601], [12.41025, 28.49948, 35.73220], [13.27517, 29.56524, 34.96897], [14.09209, 28.98133, 33.82388], [14.72531, 27.56514, 34.09789], [14.76842, 25.36640, 35.04947], [10.13200, 23.68854, 33.23256], [11.07799, 24.30418, 31.96294], [10.04392, 25.40022, 32.99053], [12.62580, 24.00169, 33.72989], [11.63606, 24.92702, 34.99974], [12.17643, 26.81180, 33.33869], [13.48426, 25.76088, 32.70290], [12.37219, 26.30434, 36.21282], [13.71192, 27.09240, 36.78650], [11.54342, 28.28489, 35.10589], [12.10595, 28.84402, 36.71977], [12.65089, 30.31496, 34.48347], [13.91289, 30.04602, 35.71152], [13.46057, 28.95116, 32.93624], [14.92146, 29.66998, 33.66294], [15.14835, 27.22324, 33.15223], [15.61495, 27.72932, 34.70617], [14.16583, 24.69808, 35.66303], [15.56258, 25.73139, 35.69974], [15.15793, 25.03617, 34.08762], [28.30053, 25.86575, 31.44176], [26.81937, 25.35505, 31.37606], [26.76893, 23.85469, 30.87525], [25.32534, 23.28857, 30.45450], [25.45190, 21.80566, 30.15488], [24.13020, 21.19528, 29.59706], [23.71243, 21.85922, 28.29428], [23.65584, 23.41063, 28.57138], [24.86503, 24.07519, 29.24040], [24.35444, 23.70335, 31.56375], [28.83263, 25.59605, 30.52883], [28.87479, 25.30317, 32.17911], [28.37544, 26.92715, 31.67318], [26.15878, 25.95087, 30.74487], [26.29237, 25.42336, 32.32750], [26.84047, 23.31662, 31.82088], [27.56925, 23.63546, 30.17030], [26.35331, 21.63829, 29.56533], [25.66649, 21.35783, 31.12595], [24.06915, 20.10778, 29.59236], [23.28747, 21.52301, 30.20864], [24.43177, 21.54555, 27.53477], [22.82731, 21.33105, 27.93958], [23.42481, 23.98051, 27.67093], [22.78944, 23.58169, 29.21127], [25.70078, 24.07070, 28.54066], [24.51362, 25.02064, 29.65108], [24.77414, 23.29852, 32.48564], [23.32518, 23.34422, 31.57733], [24.21817, 24.77001, 31.73952], [21.37691, 23.87971, 24.61731], [21.67003, 23.32711, 25.79783], [21.31374, 25.20305, 24.72759], [22.38954, 23.50295, 23.76288], [19.62469, 23.26752, 23.90067], [18.67112, 24.04559, 24.66797], [19.65434, 23.47233, 22.45085], [19.53310, 21.83313, 24.20165], [22.39594, 27.61487, 28.90661], [23.57571, 27.34633, 28.39310], [22.22594, 28.90127, 29.12173], [21.44991, 27.13005, 28.03177], [22.14714, 26.77852, 30.65735], [23.45584, 26.75992, 31.29761], [21.28840, 27.70678, 31.39781], [21.68926, 25.44192, 30.43766], [15.26700, 19.77673, 32.93444], [14.66910, 18.58982, 32.75180], [16.46651, 19.65028, 33.55316], [15.51403, 20.45279, 31.83418], [14.02370, 20.91883, 33.96192], [14.12126, 20.56845, 35.37108], [14.66948, 22.21328, 33.60535], [12.67147, 20.69450, 33.36901], [20.13650, 20.51582, 34.17856], [19.46802, 21.62469, 34.02302], [20.56149, 20.57035, 35.40973], [19.44051, 19.42229, 33.95205], [21.65390, 20.69661, 33.00656], [22.63949, 21.48100, 33.75229], [22.05844, 19.31566, 32.78714], [21.13610, 21.33291, 31.78504], [13.97358, 26.47311, 28.84546], [13.02755, 26.18360, 29.71984], [14.81061, 25.45599, 28.98249], [13.49302, 26.55776, 27.60376], [15.02321, 28.00876, 29.26210], [14.18241, 29.10520, 28.85809], [15.33863, 27.92854, 30.67878], [16.22591, 27.76665, 28.50211]],
  "forces_ev_per_a": [[0.329, 1.692, -1.691], [0.047, -0.205, 2.556], [-0.795, -1.634, -0.526], [-0.334, -0.181, 0.836], [-1.338, 0.559, -0.658], [0.821, 0.427, -0.181], [0.632, -0.006, -0.591], [0.093, 0.356, 0.484], [-0.326, 0.380, 0.712], [0.076, -0.346, -0.104], [-0.024, 0.486, 0.279], [0.234, -0.111, 0.575], [-0.520, -0.404, -0.012], [0.474, -0.854, -0.054], [0.098, 0.097, 0.267], [0.167, 0.370, -0.808], [0.177, -0.357, 0.048], [0.151, 0.104, -0.034], [-0.149, 0.178, 0.591], [-0.269, -0.638, 0.078], [-0.365, 0.106, -0.338], [0.151, -0.295, -0.220], [-0.381, -0.071, -0.403], [0.091, 0.050, -0.087], [-0.008, -0.153, -0.437], [0.648, -0.004, 0.100], [0.469, 0.498, -0.042], [0.151, 0.577, 1.447], [-0.623, -0.631, -1.666], [0.707, -0.585, 0.190], [0.686, -0.902, 0.453], [0.376, 1.174, -0.267], [-0.156, -0.992, -0.660], [1.660, 0.757, 1.072], [1.034, -0.372, -0.148], [-1.645, 1.015, 0.729], [-0.551, 1.112, -0.098], [0.156, 0.085, -0.230], [-0.764, -0.189, 0.651], [0.165, -0.117, 0.581], [0.414, -0.337, 0.146], [0.186, 0.613, -0.061], [-0.236, 0.037, -0.392], [0.103, -0.013, 0.002], [-0.454, -0.145, -0.360], [-0.473, -0.118, -0.136], [0.103, -0.318, -0.292], [-0.190, 0.120, 0.399], [-0.833, 0.846, -0.065], [-0.168, -0.325, 0.007], [0.132, 0.353, 0.133], [-0.412, -0.303, -0.270], [0.204, -0.813, -0.701], [0.433, -0.583, 0.101], [0.195, 0.353, 0.131], [-0.226, 0.149, -0.409], [0.126, -0.824, -0.465], [0.867, 0.756, 1.065], [-0.228, -1.667, -1.861], [-1.340, 1.049, -0.205], [1.034, 1.220, 2.627], [0.775, -0.542, -0.507], [0.262, -0.854, -1.640], [-0.143, -0.964, 0.832], [-0.022, -1.260, 0.471], [-0.113, 1.783, -1.336], [-1.244, 0.763, 0.099], [0.410, -0.078, 0.614], [0.170, 0.520, -0.033], [0.062, 0.161, -0.419], [-0.210, -0.701, 1.211], [0.039, -0.372, -0.095], [0.495, 0.519, -0.273], [-0.102, 0.084, -0.049], [-0.500, 0.348, -0.390], [0.876, 0.135, -0.544], [-0.404, 0.387, 0.250], [-0.132, 0.014, -0.137], [-0.244, 0.122, 0.576], [0.122, 0.153, -0.101], [0.291, -0.101, -0.176], [0.052, -0.183, -0.460], [-0.294, -0.215, -0.192], [-0.416, -0.455, 0.768], [0.223, -0.659, -0.696], [-0.094, 0.403, -0.246], [-0.011, -0.864, 0.433], [-0.799, -1.095, -0.036], [-0.206, -0.504, -0.901], [-1.772, 0.366, 2.138], [0.504, 2.439, -0.604], [-1.089, -0.534, 1.179], [-0.389, 1.477, 0.313], [1.569, -0.060, -0.196], [-0.947, -0.939, -0.434], [-0.564, -1.632, -0.364], [0.374, -1.072, 1.788], [-0.181, 0.532, -0.349], [-0.240, 0.093, 0.422], [-0.061, -0.093, -0.177], [0.484, 0.344, -0.341], [0.441, -0.127, 0.223], [0.881, -0.541, -0.301], [-0.525, -0.300, -0.280], [-0.228, 0.301, -0.451], [-0.051, -0.070, 0.087], [0.564, 0.067, -0.014], [0.292, -0.413, 0.979], [0.347, 0.641, -0.323], [-0.595, 0.893, 0.154], [0.163, -0.057, -0.149], [0.020, -0.032, 0.160], [0.073, 0.545, 0.077], [0.573, 0.296, -0.535], [0.005, -0.167, 0.052], [0.210, -0.684, -0.990], [0.681, 0.151, -0.882], [-1.468, -1.612, -2.164], [-0.013, 0.328, 0.329], [0.729, 0.123, 0.214], [-0.736, 0.827, 0.834], [-0.465, -2.263, -0.925], [0.539, 0.480, -0.320], [0.573, 0.913, 1.318], [0.879, 1.031, 0.468], [-1.758, -2.261, 1.448], [0.456, 0.260, -0.153], [0.120, 0.770, -0.774], [0.886, 0.911, 0.810], [1.568, 1.033, 1.548], [0.649, 0.426, -0.876], [-0.754, -0.346, -1.170], [-1.144, -0.597, -0.929], [-1.311, 1.484, 2.738], [0.979, 0.239, -0.576], [-0.894, -0.575, -0.193], [-0.159, -0.732, -1.277], [-0.230, 0.392, -1.105], [0.146, -0.032, -0.693], [-1.017, -0.710, 0.517], [2.347, 0.389, 0.671], [2.895, 0.595, -1.848], [-2.217, 1.190, -0.628], [0.480, -0.962, 1.952], [-0.477, 0.080, 0.085], [0.376, -1.157, -0.554], [-0.798, 0.108, -0.306], [-0.096, 0.272, 0.170], [0.053, 0.219, 0.788], [1.550, 1.175, 0.566], [-1.463, 0.620, 0.283], [0.802, -1.095, -0.843], [-0.029, -0.327, 0.514], [-0.246, -0.423, -0.358], [-0.030, 0.216, 0.118], [-0.703, -0.104, 1.048], [0.019, 0.123, -0.723]],
  "e_homo_ha": -0.2228,
  "orbital_gap_ev": 6.66,
  "e_tot_ha": -6407.42547,
  "charge": -1,
  "max_force_ev_per_a": 3.49,
  "molar_mass_g_mol": 1300.382
}